One molecule with the formula C25H32N2O7, computed with the ωB97M-V functional and the def2-TZVPD basis.

ORCA input file:
```
! wB97M-V def2-TZVPD RIJCOSX def2/J DEFGRID3
* xyz 0 1
C 5.15 3.48 2.11
C 3.82 2.97 2.64
O 3.52 1.67 2.14
C 2.98 1.60 0.91
O 2.74 2.58 0.24
C 2.72 0.23 0.50
C 2.71 -0.21 -0.81
C 2.87 0.53 -2.08
N 2.51 -1.56 -0.78
C 2.38 -2.01 0.49
C 2.06 -3.42 0.80
C 2.51 -0.92 1.34
C 2.24 -0.97 2.77
O 2.62 -1.86 3.51
C 1.33 0.13 3.31
O 0.68 0.87 2.28
C -0.20 0.19 1.54
O -0.61 -0.91 1.81
C -0.60 0.96 0.29
N -1.56 0.19 -0.46
C -1.21 -0.65 -1.45
O -0.07 -0.74 -1.87
C -2.31 -1.47 -2.04
C -1.92 -2.65 -2.66
C -2.84 -3.49 -3.26
C -4.18 -3.15 -3.24
C -4.59 -1.97 -2.64
C -3.68 -1.12 -2.03
O -4.03 0.04 -1.40
C -5.31 0.61 -1.61
C -5.49 1.18 -3.01
C -1.10 2.38 0.61
C -1.33 3.15 -0.69
C -2.37 2.34 1.45
H 5.94 2.77 2.35
H 5.10 3.60 1.03
H 5.38 4.44 2.56
H 3.01 3.66 2.35
H 3.84 2.87 3.73
H 3.02 1.58 -1.88
H 3.71 0.14 -2.65
H 1.96 0.40 -2.68
H 2.35 -2.11 -1.61
H 2.14 -3.59 1.87
H 1.05 -3.66 0.47
H 2.75 -4.09 0.28
H 0.59 -0.35 3.96
H 1.91 0.85 3.89
H 0.30 1.03 -0.33
H -2.49 0.13 -0.07
H -0.87 -2.88 -2.67
H -2.51 -4.40 -3.73
H -4.91 -3.79 -3.70
H -5.64 -1.74 -2.64
H -5.37 1.41 -0.87
H -6.10 -0.12 -1.38
H -6.46 1.66 -3.10
H -5.41 0.40 -3.76
H -4.71 1.92 -3.21
H -0.31 2.87 1.18
H -2.05 2.63 -1.31
H -0.40 3.24 -1.24
H -1.70 4.15 -0.48
H -3.21 1.96 0.88
H -2.24 1.72 2.33
H -2.63 3.35 1.79
*
```

As for the HOMO energy: -8.02 eV. As for the SMILES: CCOC(=O)c1c(C)[nH]c(C)c1C(=O)COC(=O)[C@@H](NC(=O)c1ccccc1OCC)C(C)C. Its energy above the lowest of the compared OMol25 structures with the same formula, charge and spin is 0.102 eV. The value obtained for the total energy is -43759.0599 eV. The frontier orbital gap comes out at 8.70 eV.

Atom charges from the Löwdin analysis, given in e for atoms 1 to 2: C -0.06; C -0.22

=====

An isolated ion of composition C25H32N3O2S and charge +1 in a non-equilibrium geometry, computed with the ωB97M-V functional and the def2-TZVPD basis.

ORCA input file:
```
! wB97M-V def2-TZVPD RIJCOSX def2/J DEFGRID3
* xyz 1 1
C -1.58 3.35 -2.70
C -0.19 3.39 -2.23
N 0.50 2.30 -1.87
C 1.86 2.57 -1.30
C 2.19 3.97 -1.75
S 0.64 4.87 -2.17
H -1.75 2.49 -3.36
H -2.28 3.31 -1.86
H -1.74 4.27 -3.27
H 1.83 2.48 -0.21
H 2.61 1.87 -1.67
H 2.71 4.57 -1.00
H 2.78 3.93 -2.67
C 3.38 -6.01 -1.44
C 2.48 -4.80 -1.60
N 3.19 -3.53 -1.45
C 2.38 -2.40 -1.52
C 2.72 -1.26 -2.29
C 1.80 -0.23 -2.44
C 0.70 -0.15 -1.59
C -0.18 1.09 -1.59
C -0.98 1.20 -0.29
C -0.35 1.28 0.95
C -1.11 1.39 2.12
C -2.53 1.44 2.05
N -3.35 1.49 3.17
C -4.68 0.90 3.04
C -5.62 1.39 4.13
O -5.03 1.33 5.43
C -3.79 2.05 5.49
C -2.77 1.47 4.50
C -3.12 1.49 0.77
C -2.37 1.25 -0.37
C 0.33 -1.29 -0.85
C 1.16 -2.40 -0.82
C 4.56 -3.40 -1.91
C 5.33 -4.68 -1.58
O 4.65 -5.83 -2.08
H 3.50 -6.20 -0.35
H 2.93 -6.87 -1.94
H 1.99 -4.86 -2.59
H 1.70 -4.86 -0.84
H 3.68 -1.22 -2.81
H 1.97 0.54 -3.19
H -0.92 0.92 -2.39
H 0.74 1.24 1.00
H -0.59 1.40 3.08
H -5.12 1.16 2.08
H -4.63 -0.21 3.10
H -5.95 2.42 3.89
H -6.49 0.72 4.19
H -3.94 3.13 5.28
H -3.46 1.90 6.52
H -2.52 0.45 4.83
H -1.87 2.09 4.53
H -4.19 1.70 0.64
H -2.86 1.13 -1.35
H -0.61 -1.32 -0.28
H 0.88 -3.26 -0.21
H 4.62 -3.20 -3.00
H 5.03 -2.56 -1.39
H 6.30 -4.69 -2.11
H 5.48 -4.72 -0.49
*
```

As for the HOMO energy: -10.20 eV. Its energy above the lowest of the compared OMol25 structures with the same formula, charge and spin is 2.832 eV. The value obtained for the total energy is -45837.6052 eV. The frontier orbital gap comes out at 6.69 eV.

Atom charges from the Löwdin analysis, given in e for atoms 1 to 2: C -0.04; C -0.53

=====

A 4-piece molecular cluster, C25H33B3N4O17 overall in a non-equilibrium geometry, computed with the ωB97M-V functional and the def2-TZVPD basis.

ORCA input file:
```
! wB97M-V def2-TZVPD RIJCOSX def2/J DEFGRID3
* xyz 0 1
C 1.74 -1.36 2.91
C 2.68 -1.30 1.53
O 3.89 -0.53 1.83
C 1.82 -0.78 0.23
N 2.14 0.64 -0.21
C 1.57 1.68 0.73
C -0.03 2.04 0.43
O -0.64 2.88 1.49
B -1.16 2.06 2.60
O -2.11 2.68 3.60
B -3.33 1.81 3.46
O -3.23 0.31 3.54
B -2.09 -0.11 2.71
C -2.08 -1.30 1.57
C -3.57 -1.70 0.98
N -4.20 -0.64 0.10
N -3.33 -2.92 0.06
N -4.50 -2.22 2.08
O -0.80 0.64 2.88
H 2.17 -2.11 3.71
H 0.65 -1.66 2.61
H 1.72 -0.25 3.32
H 3.00 -2.43 1.32
H 4.04 -0.67 2.82
H 0.69 -0.93 0.48
H 2.09 -1.49 -0.68
H 1.78 0.74 -1.19
H 1.77 1.48 1.87
H 2.15 2.70 0.48
H -0.01 2.73 -0.54
H -0.67 1.10 0.14
H -4.34 2.39 3.25
H -1.48 -0.86 0.63
H -1.48 -2.24 1.98
H -3.96 -0.79 -0.92
H -3.86 0.32 0.31
H -2.35 -2.76 -0.33
H -4.04 -2.95 -0.70
H -3.90 -2.64 2.83
H -5.03 -1.39 2.43
O -0.03 9.04 -2.41
C 0.32 8.07 -1.76
C -0.57 7.39 -0.80
C -0.15 6.34 -0.10
O -0.99 5.70 0.80
C 1.23 5.82 -0.25
O 1.60 4.86 0.43
C 2.12 6.47 -1.22
C 1.70 7.52 -1.93
O 2.52 8.15 -2.85
H -1.58 7.79 -0.70
H -0.45 4.97 1.18
H 3.12 6.07 -1.33
H 1.99 8.88 -3.23
O 10.20 -2.95 -0.47
C 9.16 -2.96 0.18
C 8.04 -2.06 -0.12
C 6.93 -2.08 0.62
O 5.87 -1.24 0.34
C 6.79 -3.00 1.78
O 5.77 -2.98 2.46
C 7.91 -3.91 2.08
C 9.02 -3.90 1.33
O 10.07 -4.76 1.59
H 8.15 -1.40 -0.97
H 5.19 -1.45 1.02
H 7.79 -4.59 2.91
H 10.75 -4.55 0.92
O -8.50 -3.57 -5.95
C -7.69 -3.41 -5.03
C -8.03 -2.67 -3.81
C -7.13 -2.50 -2.84
O -7.44 -1.80 -1.69
C -5.75 -3.06 -2.96
O -4.94 -2.87 -2.06
C -5.42 -3.82 -4.17
C -6.33 -3.99 -5.14
O -6.02 -4.71 -6.28
H -9.03 -2.27 -3.74
H -6.63 -1.82 -1.14
H -4.42 -4.23 -4.24
H -6.84 -4.69 -6.83
*
```

As for the HOMO energy: -9.11 eV. As for the SMILES: C[C@H](O)CNCCOB1OBOB(CC(N)(N)N)O1.O=C1C=C(O)C(=O)C=C1O.O=C1C=C(O)C(=O)C=C1O.O=C1C=C(O)C(=O)C=C1O. The value obtained for the total energy is -69257.8921 eV. The frontier orbital gap comes out at 7.06 eV.

Atom charges from the Löwdin analysis, given in e for atoms 1 to 2: C -0.05; C -0.33

=====

C25H33BrCl2N2O2SSi2Ti as an isolated structure in a non-equilibrium geometry, computed with the ωB97M-V functional and the def2-TZVPD basis.

ORCA input file:
```
! wB97M-V def2-TZVPD RIJCOSX def2/J DEFGRID3
* xyz 2 1
Ti 0.44 0.05 -0.06
C 1.36 -3.06 -3.65
Si 1.03 -2.49 -1.91
C 0.51 -3.90 -0.81
C 2.59 -1.78 -1.10
C -0.09 -0.92 -1.78
C 0.62 0.19 -2.47
C 0.96 0.31 -3.82
C 1.54 1.48 -4.26
C 1.84 2.50 -3.35
C 1.53 2.32 -2.04
N 0.90 1.20 -1.61
Si -1.95 -0.73 -2.39
C -2.10 -1.65 -4.00
C -2.16 1.14 -2.53
C -3.34 -1.21 -1.25
H 1.83 -4.04 -3.62
H 2.03 -2.39 -4.19
H 0.44 -3.16 -4.23
H 1.12 -4.77 -1.06
H -0.54 -4.19 -0.94
H 0.68 -3.67 0.24
H 3.36 -2.54 -0.99
H 2.39 -1.44 -0.07
H 3.04 -0.95 -1.65
H 0.73 -0.50 -4.50
H 1.76 1.62 -5.31
H 2.33 3.41 -3.67
H 1.75 3.07 -1.29
H -1.31 -1.42 -4.71
H -3.05 -1.40 -4.48
H -2.10 -2.73 -3.83
H -1.63 1.58 -3.38
H -1.82 1.64 -1.62
H -3.22 1.39 -2.65
H -3.42 -2.29 -1.08
H -4.27 -0.91 -1.75
H -3.30 -0.70 -0.29
Br -2.11 -0.16 7.83
C -1.53 -0.11 6.05
C -0.35 -0.76 5.70
C 0.08 -0.71 4.39
C -0.66 0.00 3.44
C -1.86 0.63 3.80
C -2.29 0.58 5.10
C -0.23 0.01 2.08
O -0.80 0.74 1.15
O 0.76 -0.71 1.64
H 0.21 -1.30 6.45
H 0.99 -1.22 4.09
H -2.44 1.15 3.05
H -3.22 1.05 5.40
S 2.71 1.18 0.83
C 2.39 2.73 1.49
N 3.43 3.36 2.10
C 3.37 4.60 2.63
C 2.20 5.30 2.59
C 1.09 4.71 1.98
C 1.18 3.45 1.44
H 4.31 2.85 2.13
H 4.27 4.99 3.08
H 2.15 6.30 3.01
H 0.15 5.25 1.94
H 0.32 2.99 0.97
Cl -4.30 -2.39 2.10
C -2.93 -3.35 1.55
Cl -1.54 -2.30 1.11
H -3.22 -3.91 0.66
H -2.60 -4.00 2.35
*
```

As for the HOMO energy: -14.03 eV. Its energy above the lowest of the compared OMol25 structures with the same formula, charge and spin is 1.019 eV. The value obtained for the total energy is -178318.8874 eV. The frontier orbital gap comes out at 7.18 eV.

Atom charges from the Löwdin analysis, given in e for atoms 1 to 2: Ti 0.99; C -0.14